ORCA calculation (ωB97M-V/def2-TZVPD) on a structure of composition C22H35CoN2P2S at a distorted geometry.

The geometry in XYZ format:
```
63
Properties=species:S:1:pos:R:3:forces:R:3
Co 0.49016 -0.40301 0.11064 -0.1 -0.3 0.6
C 3.19331 -2.01685 0.33194 0.1 0.1 0.1
C 2.17741 -2.91635 -0.32085 0.0 0.0 -0.1
N 0.83321 -2.59910 0.18857 -0.4 0.2 -0.2
C 0.45122 -3.23174 1.47322 0.0 0.0 0.0
C 1.05803 -2.60865 2.71554 0.1 0.1 0.0
S 0.97816 -0.79258 2.71830 -0.2 -0.3 -0.1
C 2.71844 -0.30162 2.78549 0.0 -0.1 0.0
C 3.23628 0.18397 1.43995 0.1 -0.3 0.0
N 2.69737 -0.62476 0.32394 -0.4 0.3 0.2
H 4.13916 -2.09182 -0.20241 0.1 0.0 0.0
H 3.38669 -2.32392 1.35650 0.0 0.0 0.0
H 2.42835 -3.96827 -0.16579 0.0 0.0 0.0
H 2.17089 -2.73295 -1.39685 0.0 0.0 0.0
H 0.18027 -2.97848 -0.48434 0.0 -0.2 -0.1
H 0.70582 -4.29405 1.46105 0.0 -0.1 0.0
H -0.63285 -3.15898 1.54596 0.1 0.0 0.0
H 2.09139 -2.90097 2.87582 0.0 0.0 0.0
H 0.49241 -2.95172 3.57751 0.0 -0.1 0.1
H 3.27299 -1.14778 3.18862 0.0 0.0 0.0
H 2.79334 0.50367 3.51292 0.0 0.0 0.1
H 4.32933 0.17208 1.45728 0.0 0.0 -0.1
H 2.91852 1.20930 1.29888 0.0 0.1 0.0
H 2.97938 -0.20108 -0.55116 0.1 0.0 0.0
C -1.66023 0.97875 2.61451 0.1 -0.1 0.0
P -0.83870 1.24767 1.01824 0.7 0.0 -0.9
C 0.00130 2.83744 1.20522 0.0 0.0 0.1
C -2.24932 1.47587 -0.10019 -0.1 0.1 0.1
C -3.02707 2.63083 -0.11232 0.0 0.0 0.0
C -4.11845 2.72275 -0.96749 0.0 0.0 0.0
C -4.44583 1.65981 -1.80108 0.0 0.0 0.0
C -3.68672 0.49690 -1.77687 -0.1 0.0 0.0
C -2.59004 0.40610 -0.92531 -0.2 -0.1 0.0
P -1.54305 -1.06133 -0.82542 0.5 0.8 0.3
C -1.45765 -1.77757 -2.48649 0.2 -0.2 0.1
C -2.56165 -2.25777 0.08973 0.2 -0.1 0.0
H -2.39986 0.18217 2.53313 0.0 0.0 0.0
H -2.17028 1.90868 2.86249 -0.1 0.0 0.0
H -0.95056 0.73357 3.40349 -0.1 0.1 -0.1
H -0.72342 3.64314 1.32229 0.0 0.0 0.1
H 0.63185 3.03799 0.34068 -0.1 0.0 0.0
H 0.61807 2.79991 2.10827 0.0 0.0 -0.1
H -2.79559 3.46680 0.53812 0.0 0.0 -0.1
H -4.71351 3.62802 -0.98448 0.0 -0.1 0.0
H -5.29417 1.73582 -2.47170 0.1 0.0 0.1
H -3.95615 -0.32691 -2.43097 0.0 0.1 0.1
H -2.45866 -2.00195 -2.85152 0.0 0.0 0.0
H -0.89742 -2.71468 -2.44584 0.0 0.0 -0.1
H -0.95366 -1.10858 -3.17902 0.0 0.0 0.0
H -3.54285 -2.28492 -0.38140 -0.1 0.0 0.0
H -2.67901 -1.95649 1.13055 0.0 0.0 0.0
H -2.12842 -3.26033 0.05449 -0.1 0.0 0.0
C 1.39349 3.23651 -2.92688 0.0 0.1 0.0
C 0.23295 2.48830 -3.03293 -0.1 -0.1 -0.1
C 0.02801 1.38159 -2.21095 0.3 0.3 -0.5
C 0.97185 1.01628 -1.26124 -1.0 -1.1 0.7
C 2.14617 1.75259 -1.17647 0.0 0.4 -0.5
C 2.35507 2.85087 -2.01135 0.2 -0.1 0.1
H 1.55351 4.10034 -3.55858 0.0 0.0 0.0
H -0.52682 2.75504 -3.75898 0.1 0.0 0.0
H -0.87811 0.82109 -2.36861 0.1 0.2 0.0
H 2.93731 1.53491 -0.48284 0.0 0.2 0.0
H 3.28834 3.39644 -1.93302 -0.1 0.0 0.0
```
Forces are in eV/Å.

Values from the calculation:
Kohn-Sham gap (alpha / beta) (eV): 7.89 / 7.88
ΔE to the lowest compared entry with this formula, charge and spin (eV): 1.912
Charge: +2
HOMO energy (alpha / beta) (eV): -14.4 / -14.4
E (Eh): -3431.94363
LUMO (alpha / beta) (eV): -6.5 / -6.5
Multiplicity: 1

Results of the natural (NBO) charge analysis, in e, for atoms 1 through 4: atom 1 (Co): 0.622, atom 2 (C): -0.246, atom 3 (C): -0.237, atom 4 (N): -0.652

=====

ORCA calculation (ωB97M-V/def2-TZVPD) on a structure of composition H12O6Pd at a distorted geometry.

The geometry in XYZ format:
```
19
Properties=species:S:1:pos:R:3:forces:R:3
Pd 12.88882 -0.80225 10.94221 0.1 2.0 -0.2
O 13.77026 -1.10444 12.92072 0.0 -1.2 0.6
H 13.70023 -2.00352 13.28178 0.1 0.3 0.0
H 14.22430 -0.58711 13.60489 -0.1 0.2 -0.4
O 11.97283 0.08016 9.05615 0.0 0.0 -0.4
H 11.08529 0.42318 8.86870 0.2 -0.1 0.2
H 12.45528 0.14542 8.21733 -0.1 0.0 0.2
O 10.93747 -1.61149 11.34685 -0.9 -0.4 0.3
H 10.54935 -1.77939 12.22232 0.2 0.0 -0.2
H 10.23548 -1.80244 10.70293 0.3 0.0 0.0
O 13.67950 -2.34136 9.64025 0.2 -1.0 -0.2
H 13.52546 -3.27992 9.84356 0.0 0.2 -0.1
H 14.30368 -2.33897 8.89668 -0.1 0.2 0.2
O 14.77716 0.35259 10.55016 0.6 -0.1 -0.3
H 15.54420 -0.16728 10.26219 -0.1 0.2 0.2
H 15.07450 1.27609 10.53504 -0.3 -0.1 0.0
O 12.20111 1.10520 12.04581 -0.3 0.2 0.0
H 12.63009 1.97482 12.04847 0.0 -0.2 -0.1
H 11.26274 1.28505 12.21447 0.2 -0.1 0.0
```
Forces are in eV/Å.

Values from the calculation:
Kohn-Sham gap (alpha / beta) (eV): 12.21 / 10.28
ΔE to the lowest compared entry with this formula, charge and spin (eV): 0.027
Charge: +2
HOMO energy (alpha / beta) (eV): -19.2 / -19.5
<S²>: 2.00
E (Eh): -585.88672
LUMO (alpha / beta) (eV): -7.0 / -9.2
Multiplicity: 3

Results of the natural (NBO) charge analysis, in e, for atoms 1 through 4: atom 1 (Pd): 1.494, atom 2 (O): -0.970, atom 3 (H): 0.518, atom 4 (H): 0.540

=====

ORCA calculation (ωB97M-V/def2-TZVPD) on a structure of composition C60H48FGeINP3Pt at a distorted geometry.

The geometry in XYZ format:
```
116
Properties=species:S:1:pos:R:3:forces:R:3
Pt 0.19460 -0.27772 -0.03691 0.7 -0.5 -0.1
F -3.67429 -0.86564 2.07730 0.1 -0.2 0.2
Ge -2.09204 -0.89319 1.14040 -0.8 0.9 -0.6
C -3.10132 0.37632 -0.20099 1.3 -1.1 0.7
C -4.46896 0.11713 -0.27692 0.1 0.4 0.1
C -5.23086 0.82553 -1.17669 0.1 0.7 -0.5
C -4.63150 1.78674 -2.02435 -0.8 0.1 -0.2
C -3.29570 2.03415 -1.98443 1.0 -1.3 1.1
C -2.51695 1.26190 -1.07997 -0.4 1.2 -0.6
P -0.74749 1.56353 -1.11259 0.3 -0.6 0.5
C -0.51426 2.05706 -2.84833 -0.5 0.5 -0.1
C -0.48870 3.38946 -3.26339 0.0 -0.5 0.0
C -0.53556 3.70257 -4.60271 0.3 1.3 -0.8
C -0.63129 2.72931 -5.59296 -0.3 0.1 1.0
C -0.72586 1.41715 -5.17867 0.1 -0.5 0.1
C -0.68552 1.10293 -3.82312 1.0 -1.0 -0.2
C -0.51646 3.19450 -0.36052 0.6 -0.4 -0.2
C 0.81141 3.67221 -0.20308 -3.4 0.7 0.6
C 0.92352 4.94418 0.31556 1.9 -0.2 -0.7
C -0.14924 5.76975 0.52598 -0.3 0.5 0.7
C -1.41867 5.28467 0.33782 -0.3 0.1 0.0
C -1.62216 3.98196 -0.08244 1.6 0.8 0.3
C -2.27047 -2.71534 0.43723 -0.8 -1.0 -0.2
C -3.41484 -3.44900 0.86307 0.8 1.0 -0.3
C -3.59426 -4.73828 0.41548 -0.4 -0.3 -0.5
C -2.76645 -5.33476 -0.55635 1.5 0.8 0.2
C -1.63867 -4.61054 -1.02869 -1.6 0.2 1.6
C -1.40620 -3.32167 -0.48477 -0.4 -0.1 0.6
P -0.08329 -2.29614 -1.16777 -0.5 -0.1 -0.7
C -0.78050 -2.46956 -2.87502 0.1 0.5 0.7
C -0.22623 -3.19643 -3.90241 -0.1 0.3 -0.3
C -0.89851 -3.22334 -5.12248 1.0 -0.3 0.4
C -2.08200 -2.57532 -5.31940 -0.4 0.1 0.5
C -2.68141 -1.88845 -4.25720 1.0 0.1 0.2
C -2.01855 -1.81491 -3.02293 0.5 -1.1 -2.0
C 1.38699 -3.32738 -1.07177 0.5 -0.2 0.0
C 1.44581 -4.44121 -0.21394 1.2 0.3 -0.1
C 2.66478 -5.13732 -0.07657 -1.3 0.9 -0.1
C 3.74803 -4.74312 -0.83279 0.8 -0.8 0.1
C 3.70887 -3.62070 -1.63237 0.4 0.4 -1.4
C 2.54135 -2.88542 -1.75016 -0.5 -0.4 0.6
C -1.06140 -1.06957 2.79451 1.6 0.6 -1.1
C -1.66886 -1.68564 3.81595 0.2 -0.3 1.5
C -0.95142 -2.19359 4.92731 -0.1 -0.5 -0.4
C 0.45446 -2.17344 4.92738 0.2 -0.1 1.4
C 1.11675 -1.52818 3.95438 1.6 0.7 -0.1
C 0.46793 -0.89500 2.76389 -0.9 0.0 1.2
P 0.77216 0.97567 2.43901 -0.4 -0.3 1.3
C 2.37625 1.23617 3.32564 -0.5 0.5 -0.4
C 3.41950 1.73205 2.52969 -1.1 0.2 -0.4
C 4.61918 2.07611 3.03585 0.9 -0.3 2.3
C 4.82856 1.84645 4.43387 1.3 0.6 -1.0
C 3.84278 1.41885 5.26063 -2.3 -0.6 -0.4
C 2.54468 1.15265 4.68352 1.7 -0.7 1.3
C -0.37704 1.95730 3.56431 0.9 -0.6 -0.7
C -0.54243 3.23980 3.07219 -0.9 1.2 1.2
C -1.29042 4.19315 3.81232 0.0 -2.2 0.3
C -1.94908 3.73988 4.96650 -0.1 2.1 -0.5
C -1.76974 2.45736 5.43824 -0.8 -0.4 0.6
C -0.96074 1.57000 4.77299 0.4 -0.4 -0.5
H -4.86793 -0.59662 0.42780 -0.3 0.1 -0.2
H -6.30218 0.70827 -1.20045 -0.2 -0.2 -0.1
H -5.18027 2.38405 -2.74156 -0.6 -0.2 0.1
H -2.75547 2.74781 -2.59363 -0.6 0.1 -0.2
H -0.51920 4.17926 -2.54955 0.3 0.5 0.4
H -0.47356 4.77488 -4.88575 -0.2 -0.8 0.1
H -0.71728 3.01292 -6.61791 0.1 0.1 -0.6
H -0.80095 0.60533 -5.88616 -0.1 -0.1 -0.2
H -0.63057 0.06352 -3.50496 -0.3 0.1 -0.3
H 1.61753 3.06046 -0.43816 1.4 -0.9 -0.3
H 1.93474 5.29376 0.45105 0.1 0.4 0.2
H -0.01188 6.77182 0.92491 0.1 -0.1 -0.2
H -2.25237 5.93374 0.51425 -0.4 0.2 0.1
H -2.60118 3.63571 -0.17905 -1.3 -0.7 -0.2
H -4.15811 -2.93162 1.49230 0.5 -0.6 -0.2
H -4.47187 -5.24838 0.78797 0.0 -0.3 -0.1
H -2.90360 -6.37084 -0.86652 -0.2 0.3 0.0
H -0.95258 -5.01317 -1.75207 0.0 -0.2 -0.2
H 0.72800 -3.70181 -3.79385 -0.1 0.0 0.1
H -0.42244 -3.74120 -5.91967 0.2 -0.4 -0.7
H -2.53361 -2.65103 -6.29097 -0.3 0.2 -0.2
H -3.57512 -1.35013 -4.49020 -0.6 0.2 0.4
H -2.37591 -1.27003 -2.19563 -0.8 0.7 0.7
H 0.61213 -4.69156 0.42916 -0.1 -0.1 -0.2
H 2.72022 -5.93416 0.64262 0.1 -0.3 0.0
H 4.65477 -5.35091 -0.81458 -0.1 0.3 0.1
H 4.56668 -3.37297 -2.29857 -0.6 -0.1 0.9
H 2.51683 -1.95622 -2.31202 -0.1 -0.2 -0.2
H -2.72589 -1.80089 3.87364 -0.7 0.0 -0.4
H -1.48632 -2.78581 5.64655 -0.1 0.0 0.4
H 1.02295 -2.60723 5.78183 -0.5 0.2 -0.8
H 2.23707 -1.48782 4.01076 -1.2 0.0 -0.2
H 3.18886 1.94927 1.50453 0.0 0.0 -0.4
H 5.39857 2.52267 2.44603 0.2 0.0 -0.2
H 5.81252 2.01059 4.86669 0.0 0.2 -0.2
H 3.99353 1.24283 6.33094 0.0 0.2 -0.5
H 1.81590 0.69896 5.35384 -0.2 0.4 -0.3
H -0.08662 3.51641 2.14482 0.2 0.1 -0.3
H -1.45776 5.19285 3.48357 0.1 0.5 -0.3
H -2.58624 4.51292 5.45702 0.4 -1.1 -0.1
H -2.34854 2.08770 6.28834 0.3 0.3 0.0
H -0.79856 0.57440 5.17397 -0.1 0.0 -0.1
I 6.08881 -1.03300 -0.21603 0.0 0.1 0.2
C 4.60976 -0.23155 -1.44965 -0.1 -0.6 1.2
C 4.76676 -0.37048 -2.80362 -1.2 1.0 -0.6
C 3.75079 0.17143 -3.60688 0.0 -0.5 0.5
C 2.62940 0.71696 -2.96826 1.3 0.1 -1.9
N 2.53032 0.84735 -1.67620 -1.0 -0.1 1.5
C 3.45558 0.31477 -0.89231 0.6 0.7 1.5
H 5.64219 -0.84708 -3.16689 0.6 -0.2 -0.6
H 3.76529 0.16285 -4.69263 0.2 -0.2 0.2
H 1.87825 1.13731 -3.61764 -0.4 0.1 0.2
H 3.33288 0.43463 0.25192 0.2 -0.4 -2.2
C 1.12189 -1.49162 1.54345 -1.2 1.1 -1.1
H 2.17622 -1.31363 1.55581 1.0 0.4 -0.1
H 1.03930 -2.55132 1.56928 -0.4 -1.0 -0.2
```
Forces are in eV/Å.

Values from the calculation:
Kohn-Sham gap (alpha / beta) (eV): 5.74 / 7.77
ΔE to the lowest compared entry with this formula, charge and spin (eV): 2.517
Charge: 0
HOMO energy (alpha / beta) (eV): -5.4 / -7.9
<S²>: 2.04
E (Eh): -5987.74687
LUMO (alpha / beta) (eV): 0.3 / -0.2
Multiplicity: 3

Results of the Mulliken charge analysis, in e, for atoms 1 through 4: atom 1 (Pt): 0.900, atom 2 (F): -0.551, atom 3 (Ge): 2.391, atom 4 (C): -0.353